{
  "formula": "C8H24ClINOP2Sc",
  "method": "ωB97M-V with the def2-TZVPD basis set",
  "symbols": ["I", "Sc", "Cl", "P", "P", "O", "N", "C", "C", "C", "C", "C", "C", "C", "C", "H", "H", "H", "H", "H", "H", "H", "H", "H", "H", "H", "H", "H", "H", "H", "H", "H", "H", "H", "H", "H", "H", "H", "H"],
  "xyz": [[1.40, 1.52, 4.08], [-0.26, -0.50, -1.38], [-1.29, -0.79, -3.44], [0.19, 2.25, -1.12], [-0.73, -2.70, -0.01], [3.85, 1.10, 2.71], [-1.65, 0.19, 0.29], [1.84, 2.68, -1.74], [0.20, 3.39, 0.34], [-1.11, -2.96, 1.80], [-2.29, -3.37, -0.74], [2.03, 0.16, 1.43], [-0.93, 3.24, -2.19], [0.61, -3.91, -0.25], [2.65, 0.87, 2.63], [-3.15, -2.88, -0.24], [-2.29, -3.10, -1.81], [1.59, 0.97, 0.84], [-2.43, 0.86, 0.30], [-1.77, -0.46, 1.07], [-1.06, 2.69, -3.13], [-0.50, 4.23, -2.39], [0.45, 4.42, 0.01], [-0.83, 0.74, 0.60], [-2.36, -4.47, -0.63], [1.88, 3.75, -1.99], [0.96, -3.83, -1.29], [-0.78, 3.45, 0.84], [2.59, 2.44, -0.97], [2.06, 2.06, -2.62], [-1.98, -2.38, 2.15], [0.27, -4.93, -0.02], [1.42, -3.61, 0.43], [-0.24, -2.65, 2.41], [-1.90, 3.34, -1.69], [0.91, 3.09, 1.11], [2.71, -0.33, 0.72], [1.28, -0.52, 1.84], [-1.32, -4.02, 2.04]],
  "lowdin_charge": [1.02, 0.65, 0.07, 0.74, 0.73, 0.00, -0.02, -0.25, -0.24, -0.23, -0.23, -0.14, -0.24, -0.25, -0.98, 0.07, 0.02, 0.00, 0.11, 0.04, 0.05, 0.08, 0.08, -0.01, 0.08, 0.08, 0.05, 0.06, 0.06, 0.05, 0.05, 0.08, 0.06, 0.05, 0.06, 0.02, 0.10, 0.05, 0.08],
  "charge": 2,
  "de_lowest_ev": 0.000,
  "gap_ev": 7.0,
  "e_homo_ev": -15.282,
  "e_lumo_ev": -8.26
}

***

{
  "formula": "C20H18N6PtS2Se",
  "method": "ωB97M-V with the def2-TZVPD basis set",
  "symbols": ["Pt", "Se", "S", "S", "N", "N", "N", "N", "N", "N", "C", "C", "C", "C", "C", "C", "C", "C", "C", "C", "C", "C", "C", "C", "C", "C", "C", "C", "C", "C", "H", "H", "H", "H", "H", "H", "H", "H", "H", "H", "H", "H", "H", "H", "H", "H", "H", "H"],
  "xyz": [[-0.42, -0.70, -0.89], [6.02, -0.15, 3.47], [-2.09, -0.24, 1.01], [-0.73, 1.82, -1.03], [-2.15, -2.14, -1.35], [0.62, -1.64, 0.88], [1.71, 0.02, -0.94], [5.58, 0.49, 1.89], [-0.93, -0.42, -3.15], [4.51, -1.04, 3.67], [3.80, -0.83, 2.59], [-2.04, -1.28, -3.61], [1.83, -1.11, 1.17], [-2.63, 1.36, 0.88], [-3.50, 4.01, 0.74], [2.49, -1.42, 2.36], [3.69, 0.33, 0.37], [3.48, 1.37, -1.78], [-2.02, 2.28, -0.03], [4.22, 1.14, -0.64], [-3.68, 1.81, 1.72], [2.42, -0.22, 0.18], [2.22, 0.80, -1.89], [1.87, -2.29, 3.26], [0.65, -2.84, 2.94], [-2.49, 3.62, -0.08], [-2.96, -1.57, -2.44], [0.06, -2.49, 1.74], [-4.10, 3.10, 1.65], [4.40, 0.03, 1.60], [-2.72, -2.32, -0.53], [-3.41, -0.64, -2.07], [-3.86, 5.03, 0.70], [-0.11, -0.56, -3.73], [-2.60, -0.82, -4.42], [3.86, 2.00, -2.58], [-1.19, 0.56, -3.24], [2.37, -2.52, 4.19], [-3.77, -2.24, -2.74], [-0.90, -2.91, 1.45], [1.61, 0.98, -2.76], [-1.62, -2.22, -3.98], [-1.76, -3.04, -1.64], [-4.91, 3.43, 2.29], [-2.03, 4.31, -0.77], [-4.13, 1.11, 2.42], [0.15, -3.53, 3.60], [5.20, 1.58, -0.49]],
  "lowdin_charge": [1.00, 1.24, 0.82, 0.80, -0.10, -0.05, -0.06, -0.21, -0.08, -0.21, -0.34, -0.21, -0.14, -0.66, -0.02, -0.06, -0.06, 0.00, -0.66, 0.06, -0.10, -0.14, -0.14, 0.06, 0.00, -0.10, -0.22, -0.15, -0.02, -0.34, 0.06, 0.12, 0.13, 0.10, 0.13, 0.13, 0.05, 0.14, 0.13, 0.10, 0.10, 0.13, 0.11, 0.13, 0.12, 0.12, 0.13, 0.14],
  "charge": 2,
  "gap_ev": [7.9, 5.7],
  "e_homo_ev": [-14.039, -14.155],
  "e_lumo_ev": [-6.13, -8.42],
  "multiplicity": 5
}

***

{
  "formula": "C26H37AlNO6S2",
  "method": "ωB97M-V with the def2-TZVPD basis set",
  "symbols": ["S", "S", "Al", "O", "O", "O", "O", "O", "O", "N", "C", "C", "C", "C", "C", "C", "C", "C", "C", "C", "C", "C", "C", "C", "C", "C", "C", "C", "C", "C", "C", "C", "C", "C", "C", "C", "H", "H", "H", "H", "H", "H", "H", "H", "H", "H", "H", "H", "H", "H", "H", "H", "H", "H", "H", "H", "H", "H", "H", "H", "H", "H", "H", "H", "H", "H", "H", "H", "H", "H", "H", "H", "H"],
  "xyz": [[-1.31, 2.24, 1.89], [-1.07, 2.40, 4.86], [-2.23, -2.08, -0.14], [-0.57, -2.93, 0.07], [-2.86, -3.52, -1.09], [-3.30, 2.31, -2.89], [0.89, -3.83, -1.66], [-2.87, -3.96, -5.18], [3.35, -2.41, -3.57], [1.05, 3.00, 3.38], [-3.18, 1.96, -1.48], [-3.26, 0.37, -1.39], [3.38, 2.12, 3.60], [-0.35, 2.58, 3.37], [-1.86, -4.78, -3.11], [1.67, 0.61, 2.55], [1.81, 6.68, 0.92], [3.44, -2.63, -1.11], [-2.19, -0.47, 2.32], [1.13, -2.63, -2.41], [2.44, 5.40, 0.58], [0.88, 6.65, 2.08], [2.65, -0.49, 2.39], [4.36, 1.04, 3.45], [-1.71, -3.76, -1.92], [-1.85, -0.31, -1.10], [1.98, 1.90, 3.16], [0.64, 5.43, 2.86], [2.20, 4.17, 1.37], [1.30, 4.14, 2.53], [4.01, -0.27, 2.87], [-0.38, -3.83, -1.02], [-2.66, 1.04, 2.32], [2.61, -2.12, -2.35], [-3.19, -1.46, 1.55], [-1.59, -4.16, -4.53], [4.00, -1.70, -3.68], [-1.04, -3.18, -4.47], [-3.08, 1.25, 3.35], [4.12, -3.46, -1.44], [0.89, -2.84, -3.50], [4.73, -1.13, 2.76], [2.29, -1.44, 1.92], [-2.93, -5.14, -3.12], [3.74, 3.08, 4.06], [2.80, -2.90, -0.23], [-1.23, 0.31, -0.39], [-0.44, -4.87, -0.59], [-2.54, 2.88, -3.08], [-4.09, 2.37, -0.96], [-2.89, -3.09, -5.60], [-1.17, -5.65, -2.89], [-1.26, -0.48, -2.05], [2.58, -0.99, -2.29], [-1.58, -2.74, -2.42], [-3.65, -0.09, -2.35], [2.00, 7.63, 0.36], [3.14, 5.42, -0.29], [-1.98, -0.85, 3.37], [-3.54, 1.12, 1.62], [-0.95, -4.83, -5.18], [2.73, 3.25, 1.04], [-2.23, 2.34, -1.02], [-4.20, -1.01, 1.38], [-1.21, -0.54, 1.77], [-3.34, -2.37, 2.20], [-0.07, 5.51, 3.72], [0.39, 7.62, 2.35], [0.64, 0.40, 2.17], [5.42, 1.17, 3.78], [0.47, -1.81, -2.00], [4.12, -1.78, -0.80], [-4.02, 0.12, -0.60]],
  "lowdin_charge": [0.86, 0.66, 0.24, -0.14, -0.16, -0.12, -0.09, -0.11, -0.08, -0.13, -0.25, -0.24, -0.02, -1.03, -0.09, 0.00, -0.09, -0.05, -0.31, -0.14, -0.08, -0.09, -0.05, -0.09, -0.34, -0.19, -0.22, -0.01, -0.01, -0.22, -0.09, -0.39, -0.45, -0.36, -0.20, -0.24, 0.08, 0.10, 0.05, 0.08, 0.13, 0.09, 0.10, 0.12, 0.11, 0.07, 0.04, 0.15, 0.07, 0.11, 0.08, 0.11, 0.04, 0.14, 0.11, 0.11, 0.09, 0.09, 0.11, 0.07, 0.11, 0.11, 0.09, 0.04, 0.05, 0.05, 0.10, 0.09, 0.06, 0.09, 0.11, 0.07, 0.07],
  "charge": -1,
  "gap_ev": 6.5,
  "e_homo_ev": -5.055,
  "e_lumo_ev": 1.46
}

***

{
  "formula": "CH5N3",
  "method": "ωB97M-V with the def2-TZVPD basis set",
  "symbols": ["N", "N", "N", "C", "H", "H", "H", "H", "H"],
  "xyz": [[-1.18, -0.17, -1.01], [2.20, -0.12, 0.98], [-0.84, 0.94, -0.30], [1.05, 0.39, 0.90], [-1.65, -1.02, -0.59], [0.76, 0.92, 1.87], [2.71, -0.55, 0.26], [-0.50, -0.30, -1.73], [-1.41, 0.90, 0.50]],
  "lowdin_charge": [-0.11, 0.02, -0.06, -0.11, 0.12, 0.05, 0.01, 0.06, 0.01],
  "charge": 0,
  "de_lowest_ev": 5.580,
  "gap_ev": [8.2, 8.3],
  "e_homo_ev": [-7.635, -7.503],
  "e_lumo_ev": [0.57, 0.80]
}

***

{
  "formula": "C20H32BFN2O7",
  "method": "ωB97M-V with the def2-TZVPD basis set",
  "symbols": ["F", "O", "O", "O", "O", "O", "O", "O", "N", "N", "C", "C", "C", "C", "C", "C", "C", "C", "C", "C", "C", "C", "C", "C", "C", "C", "C", "C", "C", "C", "B", "H", "H", "H", "H", "H", "H", "H", "H", "H", "H", "H", "H", "H", "H", "H", "H", "H", "H", "H", "H", "H", "H", "H", "H", "H", "H", "H", "H", "H", "H", "H", "H"],
  "xyz": [[2.41, 1.32, 2.23], [3.66, -1.90, -2.13], [5.95, -2.04, 0.96], [-0.25, 1.84, 0.08], [-1.97, -1.23, 0.36], [1.55, -2.85, -1.45], [-7.11, 1.97, -1.81], [0.60, 3.34, 1.60], [-6.50, 2.43, 0.29], [6.82, -0.20, 0.05], [-1.21, -0.44, -0.56], [8.27, -2.15, 0.40], [-3.30, -1.36, 0.00], [-5.25, -1.74, -1.56], [-6.06, 4.09, -1.47], [2.85, -1.64, 1.87], [-5.94, 3.21, 1.37], [-5.72, -1.42, 0.88], [-3.80, -1.59, -1.35], [-6.60, 2.75, -1.03], [-0.18, 0.42, 0.26], [0.72, 2.35, 0.96], [1.91, -0.21, -1.13], [1.38, -1.31, 1.31], [1.34, -0.08, 0.34], [-4.29, -1.27, 1.08], [7.85, 0.64, -0.53], [6.93, -1.48, 0.50], [1.92, 1.30, 0.90], [-6.22, -1.68, -0.47], [2.35, -1.68, -1.58], [3.61, -2.10, -3.07], [3.65, -1.16, 1.24], [-6.20, 4.20, -2.54], [-5.56, 4.17, 1.03], [-3.11, -1.67, -2.21], [0.86, -2.21, 0.91], [-6.72, 3.38, 2.12], [2.96, -1.44, 2.95], [-5.13, 2.64, 1.83], [-3.92, -1.11, 2.12], [-6.59, 4.90, -0.96], [-4.99, 4.15, -1.26], [-6.41, -1.35, 1.76], [2.00, -3.40, -0.78], [2.97, -2.76, 1.73], [7.96, 1.53, 0.08], [0.79, -1.01, 2.23], [7.54, 0.93, -1.54], [5.90, 0.19, 0.15], [-7.32, -1.81, -0.60], [-1.83, 0.24, -1.20], [8.19, -3.17, 0.80], [8.81, 0.12, -0.59], [-5.68, -1.94, -2.58], [-6.89, 1.52, 0.51], [1.14, 0.14, -1.89], [8.58, -2.22, -0.64], [2.67, 1.84, 0.27], [-0.64, -1.13, -1.24], [9.01, -1.61, 0.99], [2.80, 0.46, -1.31], [-0.55, 0.31, 1.33]],
  "lowdin_charge": [-0.01, 0.09, 0.03, 0.03, -0.07, 0.10, 0.02, 0.18, 0.01, 0.01, -0.10, -0.01, -0.25, -0.07, -0.01, -0.07, -0.08, -0.09, -0.01, -0.56, -0.22, -0.36, -0.01, -0.16, -0.28, -0.01, -0.08, -0.54, -0.11, -0.09, -0.55, 0.10, 0.06, 0.08, 0.07, 0.11, 0.12, 0.08, 0.08, 0.08, 0.11, 0.08, 0.08, 0.10, 0.11, 0.08, 0.08, 0.12, 0.08, 0.13, 0.10, 0.15, 0.08, 0.07, 0.10, 0.13, 0.13, 0.08, 0.16, 0.13, 0.08, 0.11, 0.16],
  "charge": 0,
  "gap_ev": 8.8,
  "e_homo_ev": -8.622,
  "smiles": "CC[C@@]1(CB(O)O)[C@H](COc2ccccc2)OC(=O)[C@H]1F.CNC(C)=O.CNC(C)=O",
  "e_lumo_ev": 0.21
}

***

{
  "formula": "C25H40N7O2SSe2Zr",
  "method": "ωB97M-V with the def2-TZVPD basis set",
  "symbols": ["Zr", "Se", "Se", "S", "O", "O", "N", "N", "N", "N", "N", "N", "N", "C", "C", "C", "C", "C", "C", "C", "C", "C", "C", "C", "C", "C", "C", "C", "C", "C", "C", "C", "C", "C", "C", "C", "C", "C", "H", "H", "H", "H", "H", "H", "H", "H", "H", "H", "H", "H", "H", "H", "H", "H", "H", "H", "H", "H", "H", "H", "H", "H", "H", "H", "H", "H", "H", "H", "H", "H", "H", "H", "H", "H", "H", "H", "H", "H"],
  "xyz": [[0.06, 0.66, -0.13], [-1.37, 0.73, 2.60], [-2.47, 2.66, -0.09], [1.30, -1.95, 0.14], [1.14, -0.98, -1.04], [0.32, -2.99, 0.15], [6.59, -4.36, -0.34], [0.94, -0.81, 1.26], [-1.84, -0.82, -0.26], [-0.49, 0.45, -2.66], [-4.72, 1.27, -3.38], [2.14, -2.00, 2.86], [1.46, 0.25, 3.24], [-3.53, 2.43, 1.54], [2.06, 0.21, 4.44], [2.05, 2.07, 0.74], [2.88, -2.59, 0.04], [4.39, -4.36, 0.60], [-0.97, 2.20, 3.82], [3.16, -3.78, 0.73], [2.73, -2.02, 4.05], [3.85, -2.01, -0.79], [1.71, 2.04, -1.52], [-3.25, 1.13, 2.27], [0.73, 2.87, -0.95], [2.72, -0.91, 4.89], [-1.99, 4.52, 0.25], [-3.81, -0.45, -1.85], [-3.44, 0.65, -2.84], [5.08, -2.59, -0.92], [-2.64, -1.35, -1.42], [1.56, -0.86, 2.51], [2.52, 1.55, -0.47], [5.39, -3.78, -0.22], [-2.59, 0.15, -3.99], [-1.71, -1.71, -2.58], [0.93, 2.89, 0.45], [-1.33, -0.51, -3.43], [-2.94, 1.47, -2.32], [-1.48, 4.61, 1.20], [2.41, -4.24, 1.35], [-5.33, 0.56, -3.79], [-5.25, 1.74, -2.64], [-4.32, -0.04, -0.98], [0.39, 3.48, 1.18], [0.44, 0.02, -2.69], [6.81, -5.22, 0.13], [-3.73, 1.16, 3.25], [-0.36, 1.77, 4.61], [-4.53, -1.12, -2.34], [-1.91, 2.56, 4.22], [-3.09, -2.28, -1.06], [-2.34, 0.96, -4.68], [1.99, 1.10, 5.05], [4.61, -5.28, 1.12], [7.30, -3.97, -0.94], [3.21, -2.94, 4.35], [-4.52, 1.96, -4.10], [-3.69, 0.27, 1.77], [-0.75, -0.86, -4.29], [-0.83, -2.22, -2.20], [-0.36, 1.30, -3.20], [-2.91, 5.10, 0.25], [5.82, -2.15, -1.57], [-4.58, 2.52, 1.29], [2.47, 1.91, 1.72], [-2.46, -0.72, 0.54], [-3.13, -0.60, -4.56], [3.37, 0.89, -0.58], [3.20, -0.93, 5.86], [0.02, 3.48, -1.50], [-1.28, -1.64, 0.00], [-1.36, 4.88, -0.56], [-2.23, -2.44, -3.21], [1.86, 1.86, -2.57], [3.62, -1.12, -1.36], [-0.43, 3.00, 3.32], [-3.26, 3.27, 2.17]],
  "lowdin_charge": [1.55, 1.00, 0.96, 0.71, -0.49, -0.26, 0.17, -0.27, -0.02, 0.02, 0.25, 0.14, 0.06, -0.48, -0.09, -0.12, -0.33, 0.01, -0.30, -0.06, -0.06, -0.06, -0.16, -0.52, -0.25, -0.01, -0.32, -0.08, -0.32, 0.00, -0.29, -0.48, -0.10, -0.28, -0.09, -0.09, -0.22, -0.31, 0.04, 0.04, 0.12, 0.18, 0.18, 0.13, 0.09, 0.07, 0.13, 0.09, 0.02, 0.15, 0.05, 0.16, 0.14, 0.12, 0.13, 0.12, 0.13, 0.18, 0.05, 0.16, 0.12, 0.10, 0.05, 0.12, 0.08, 0.12, 0.05, 0.15, 0.12, 0.12, 0.10, 0.06, 0.03, 0.15, 0.13, 0.10, 0.03, 0.07],
  "charge": 3,
  "de_lowest_ev": 0.296,
  "gap_ev": 7.0,
  "e_homo_ev": -14.740,
  "e_lumo_ev": -7.69
}